A structure of composition C15H14Cl2N3OPd at a distorted geometry, computed with ωB97M-V/def2-TZVPD.

Structure (ORCA input):
```
! RIJCOSX wB97M-V def2-TZVPD def2/J DEFGRID3
* xyz 3 5
Pd 0.37052 -1.14369 -0.41153
C 2.82160 2.12525 -1.45687
C 2.11175 0.87629 -1.43018
N 1.05410 0.65791 -0.63490
N 0.40136 1.58675 0.00925
C -0.70968 1.06989 0.61540
O -0.98570 -0.18951 0.65008
C -1.54834 2.12203 1.22920
C -2.65513 1.72019 1.95229
C -3.42782 2.72119 2.54233
C -3.05105 4.08007 2.45311
C -1.86705 4.43367 1.84003
C -1.14867 3.45406 1.17540
C 2.64264 -0.40820 -1.84790
C 3.80969 -0.55344 -2.55557
C 4.22527 -1.84586 -2.83753
C 3.39247 -2.92650 -2.57587
C 2.24449 -2.74240 -1.83583
N 1.91179 -1.48704 -1.48190
H 2.37464 2.81004 -0.77138
H 2.97015 2.84355 -2.34369
H 3.88295 1.85950 -1.52757
H -2.97704 0.64798 1.96508
H -4.30565 2.40721 3.08584
H -3.57008 4.89649 2.94899
H -1.59612 5.48214 1.75979
H -0.39552 3.72333 0.46058
H 4.42022 0.30875 -2.84989
H 5.13866 -1.93025 -3.42592
H 3.59596 -3.94959 -2.87124
H 1.56787 -3.54104 -1.47164
Cl -3.01452 -5.13612 0.85872
C -4.18426 -5.92930 1.89647
Cl -4.88615 -4.64738 2.88801
H -3.64523 -6.76219 2.26609
H -4.96814 -6.63381 1.73274
*
```

Values from the calculation:
lowest unoccupied orbital energy (spin up / spin down)	-9.761 / -14.536	eV
<S²>	6.068
frontier orbital gap (spin up / spin down)	6.96 / 3.13	eV
molar mass	429.62	g/mol

natural (NBO) atomic charge list, values in e, 4 entries: 1.00, -0.76, 0.39, -0.32